The following is a quantum chemistry calculation of one molecule with the formula C3H3NO3S in a non-equilibrium geometry, from the Open Molecules 2025 dataset.

Results
**ΔE to the lowest compared entry with this formula, charge and spin**: 515.0 kJ/mol
**Structure (SMILES)**: CS(=O)(=O)C(=O)C#N
**Orbital gap**: 8.6 eV
**Electronic energy**: -21622.55053 eV

The geometry in ORCA input format:
```
! wB97M-V def2-TZVPD RIJCOSX def2/J DEFGRID3
* xyz 0 1
C -0.52 -1.21 -1.10
S 0.53 0.17 -0.60
O 0.05 1.40 -1.10
O 1.92 -0.12 -0.77
C 0.19 0.29 1.25
O -0.28 -0.85 2.07
C 0.23 1.62 1.65
N 0.20 2.74 1.89
H -1.30 -1.00 -0.21
H -0.98 -0.93 -2.05
H -0.05 -2.11 -1.02
*
```

Here are the Löwdin charges for atoms 1 to 5, given in e:
1. C -0.09
2. S 0.63
3. O -0.28
4. O -0.28
5. C -0.20


The following is a quantum chemistry calculation of a 9-piece molecular cluster, H18O9 overall in a non-equilibrium geometry, from the Open Molecules 2025 dataset.

Results
**ΔE to the lowest compared entry with this formula, charge and spin**: 467.0 kJ/mol
**Structure (SMILES)**: O.O.O.O.O.O.O.O.O
**Orbital gap**: 9.9 eV
**Electronic energy**: -18717.29578 eV

The geometry in ORCA input format:
```
! wB97M-V def2-TZVPD RIJCOSX def2/J DEFGRID3
* xyz 0 1
O 1.27 0.79 -1.39
H 0.61 1.07 -0.77
H 0.94 0.79 -2.32
O 3.06 -1.11 -2.29
H 3.74 -1.55 -1.75
H 2.23 -1.15 -1.65
O 1.75 -1.68 2.62
H 1.85 -1.38 1.70
H 0.94 -2.05 2.52
O -1.21 2.91 0.12
H -1.20 2.49 0.93
H -0.63 3.65 0.41
O -2.94 1.84 2.18
H -2.00 1.69 2.45
H -3.24 1.14 1.70
O 3.16 1.21 1.19
H 2.56 0.60 0.86
H 3.87 1.43 0.55
O -0.78 -3.26 -0.70
H 0.09 -3.06 -0.17
H -1.35 -2.62 -0.28
O -2.59 0.00 -0.08
H -1.87 0.36 0.33
H -2.79 -0.86 0.30
O -1.91 -0.64 -2.51
H -1.26 0.02 -2.40
H -2.28 -0.66 -1.55
*
```

Here are the Löwdin charges for atoms 1 to 5, given in e:
1. O -0.06
2. H 0.01
3. H 0.08
4. O -0.12
5. H 0.03


The following is a quantum chemistry calculation of a 3-piece molecular cluster, C2H10N2O2 overall in a non-equilibrium geometry, from the Open Molecules 2025 dataset.

Results
**ΔE to the lowest compared entry with this formula, charge and spin**: 220.4 kJ/mol
**Orbital gap (spin up / spin down)**: 10.8 / 6.2 eV
**⟨S²⟩**: 0.77
**Electronic energy**: -9300.45882 eV

The geometry in ORCA input format:
```
! wB97M-V def2-TZVPD RIJCOSX def2/J DEFGRID3
* xyz 1 2
C 0.59 -1.42 -1.20
N -1.24 0.14 0.22
C -1.10 -1.24 0.43
N -0.16 -1.90 -0.12
H 0.20 -1.76 -2.27
H 1.60 -2.03 -1.31
H 1.03 -0.40 -1.29
H -2.10 0.49 0.56
H -0.95 0.39 -0.79
H -1.73 -1.68 1.24
H 0.03 1.56 1.97
H 1.04 0.55 2.04
O 0.87 1.34 2.37
H 0.00 2.02 -1.00
H 1.13 2.26 -0.11
O 0.82 1.67 -0.73
*
```

Here are the Löwdin charges for atoms 1 to 5, given in e:
1. C -0.11
2. N 0.23
3. C -0.11
4. N 0.10
5. H 0.19


The following is a quantum chemistry calculation of a 2-piece molecular cluster, C6H12O overall, from the Open Molecules 2025 dataset.

Results
**ΔE to the lowest compared entry with this formula, charge and spin**: 173.6 kJ/mol
**Structure (SMILES)**: C=CCCC(C)=O.[H][H]
**Orbital gap**: 10.7 eV
**Electronic energy**: -8462.55514 eV

The geometry in ORCA input format:
```
! wB97M-V def2-TZVPD RIJCOSX def2/J DEFGRID3
* xyz 0 1
C -1.32 -1.29 -0.60
C -1.78 -0.17 -0.07
C -1.07 1.16 -0.04
C 0.36 1.12 -0.56
C 1.26 0.17 0.23
C 2.29 -0.63 -0.54
O 1.20 0.11 1.44
H -0.36 -1.34 -1.12
H -1.87 -2.22 -0.54
H -2.75 -0.18 0.44
H -1.06 1.52 1.00
H -1.65 1.90 -0.61
H 0.81 2.12 -0.47
H 0.39 0.86 -1.63
H 3.07 0.05 -0.90
H 1.84 -1.11 -1.42
H 2.73 -1.38 0.11
H -0.70 -0.27 2.56
H -1.41 -0.42 2.72
*
```

Here are the Löwdin charges for atoms 1 to 5, given in e:
1. C 0.01
2. C -0.21
3. C -0.21
4. C -0.15
5. C -0.46


The following is a quantum chemistry calculation of a 5-piece molecular cluster, C20H30O15 overall in a non-equilibrium geometry, from the Open Molecules 2025 dataset.

Results
**ΔE to the lowest compared entry with this formula, charge and spin**: 164.5 kJ/mol
**Structure (SMILES)**: C[C@H]1COC(=O)O1.C[C@H]1COC(=O)O1.C[C@H]1COC(=O)O1.C[C@H]1COC(=O)O1.C[C@H]1COC(=O)O1
**Orbital gap**: 10.0 eV
**Electronic energy**: -51939.04438 eV

The geometry in ORCA input format:
```
! wB97M-V def2-TZVPD RIJCOSX def2/J DEFGRID3
* xyz 0 1
C 1.30 3.50 -5.82
C 0.57 4.76 -5.42
C 1.15 6.12 -5.83
O 0.02 6.87 -6.26
C -1.00 6.03 -6.51
O -2.02 6.41 -6.98
O -0.67 4.79 -6.16
H 2.24 3.39 -5.27
H 1.62 3.44 -6.86
H 0.64 2.66 -5.62
H 0.33 4.69 -4.35
H 1.88 6.06 -6.64
H 1.58 6.63 -4.96
C -3.81 0.70 2.27
C -3.31 1.91 2.95
C -1.92 2.42 2.53
O -2.16 3.83 2.32
C -3.46 4.05 2.17
O -3.94 5.09 1.79
O -4.18 3.03 2.64
H -3.71 0.69 1.18
H -4.86 0.51 2.48
H -3.42 -0.30 2.52
H -3.34 1.78 4.03
H -1.59 2.02 1.58
H -1.13 2.35 3.27
C -2.71 -3.93 3.79
C -1.47 -3.11 4.04
C -0.87 -2.41 2.80
O -0.58 -1.11 3.21
C -1.16 -0.85 4.38
O -1.20 0.22 4.88
O -1.68 -1.99 4.94
H -3.09 -4.21 4.77
H -2.31 -4.81 3.28
H -3.52 -3.46 3.24
H -0.77 -3.70 4.64
H -1.67 -2.43 2.06
H -0.02 -3.03 2.51
C 4.54 -4.52 0.53
C 3.11 -3.99 0.77
C 2.30 -4.73 1.86
O 2.55 -3.94 3.02
C 3.03 -2.74 2.70
O 3.14 -1.83 3.44
O 3.28 -2.69 1.35
H 5.38 -3.84 0.66
H 4.66 -5.07 -0.40
H 4.77 -5.27 1.30
H 2.46 -3.93 -0.10
H 2.65 -5.73 2.13
H 1.23 -4.81 1.67
C 1.57 0.37 -2.76
C 0.37 -0.43 -2.30
C 0.81 -1.73 -1.55
O 0.94 -1.25 -0.21
C 0.27 -0.09 -0.07
O 0.20 0.55 0.92
O -0.30 0.22 -1.23
H 1.41 1.37 -3.18
H 2.19 -0.06 -3.54
H 2.19 0.74 -1.94
H -0.33 -0.58 -3.12
H 1.76 -2.14 -1.88
H 0.04 -2.50 -1.68
*
```

Here are the Löwdin charges for atoms 1 to 5, given in e:
1. C -0.03
2. C -0.29
3. C -0.08
4. O 0.07
5. C -0.59


The following is a quantum chemistry calculation of C26H25MnN7O5 as an isolated structure in a non-equilibrium geometry, from the Open Molecules 2025 dataset.

Results
**Orbital gap (spin up / spin down)**: 6.4 / 6.8 eV
**⟨S²⟩**: 3.81
**Electronic energy**: -79343.03089 eV

The geometry in ORCA input format:
```
! wB97M-V def2-TZVPD RIJCOSX def2/J DEFGRID3
* xyz 2 4
Mn 0.02 -0.36 -0.06
C 2.33 -3.55 3.97
C 2.44 -3.50 2.58
C 1.59 -2.71 1.85
C 0.56 -1.98 2.50
C 0.49 -2.01 3.93
C 1.37 -2.79 4.64
N -0.29 -1.24 1.74
C -1.50 -0.73 2.26
C -2.35 -1.37 3.15
C -3.49 -0.73 3.60
C -3.81 0.56 3.19
C -3.02 1.20 2.25
C -1.90 0.53 1.77
N -1.12 1.00 0.68
N -1.37 2.06 0.08
C -0.59 2.14 -1.12
C -0.62 3.29 -1.87
C 0.11 3.30 -3.05
C 0.81 2.17 -3.43
C 0.78 1.04 -2.62
N 0.09 1.04 -1.48
H 3.01 -4.18 4.54
H 3.20 -4.08 2.07
H 1.69 -2.66 0.77
H -0.20 -1.38 4.45
H 1.32 -2.79 5.72
H -2.12 -2.38 3.47
H -4.14 -1.24 4.29
H -4.69 1.05 3.57
H -3.27 2.18 1.87
H -1.19 4.14 -1.53
H 0.12 4.18 -3.68
H 1.37 2.14 -4.36
H 1.30 0.12 -2.87
O -1.66 -5.67 -1.20
C -2.69 -4.88 -0.90
O -3.79 -5.30 -0.67
C -2.46 -3.40 -0.89
C -3.50 -2.50 -0.73
N -2.98 -1.27 -0.66
N -1.64 -1.31 -0.79
C -1.33 -2.60 -0.92
C 0.13 -2.85 -1.12
O 0.56 -3.96 -1.32
O 0.86 -1.75 -1.04
H -0.84 -5.15 -1.36
H -4.57 -2.68 -0.68
H -3.47 -0.40 -0.60
C 4.21 -0.40 -0.05
N 3.83 0.94 0.43
C 4.88 1.94 0.64
C 2.58 1.18 0.74
C 2.19 2.53 1.26
O 1.73 0.25 0.62
H 5.22 -0.36 -0.43
H 3.52 -0.73 -0.83
H 4.16 -1.12 0.78
H 5.81 1.57 0.21
H 5.04 2.13 1.70
H 4.63 2.88 0.14
H 2.72 2.75 2.18
H 1.12 2.55 1.47
H 2.44 3.31 0.55
*
```

Here are the Löwdin charges for atoms 1 to 5, given in e:
1. Mn 0.82
2. C 0.00
3. C -0.03
4. C 0.02
5. C -0.22